{
  "formula": "C37H39N5NaO8S2Sb",
  "method": "the ωB97M-V functional and the def2-TZVPD basis",
  "multiplicity": 1,
  "total_charge": -2,
  "lumo_ev": 3.76,
  "homo_ev": -2.0,
  "energy_ev": -95459.5865,
  "max_force_ev_per_a": 1.5,
  "gap_ev": 5.81,
  "species": ["Na", "O", "C", "O", "C", "C", "C", "C", "C", "N", "C", "O", "O", "H", "H", "H", "H", "H", "O", "C", "C", "C", "C", "C", "C", "C", "N", "N", "C", "O", "C", "C", "C", "C", "C", "C", "H", "H", "H", "H", "H", "H", "H", "H", "H", "H", "O", "C", "C", "C", "C", "C", "C", "C", "O", "N", "N", "C", "S", "C", "C", "S", "H", "H", "H", "H", "H", "H", "H", "H", "H", "C", "C", "Sb", "C", "C", "C", "C", "H", "H", "H", "H", "H", "H", "H", "H", "H", "H", "H", "H", "H", "H", "H"],
  "xyz": [[0.503, 0.716, 0.734], [1.683, 1.030, -4.097], [2.063, 1.388, -2.845], [2.972, 0.864, -2.268], [1.268, 2.553, -2.320], [0.744, 3.507, -3.174], [0.084, 4.591, -2.609], [-0.025, 4.677, -1.235], [0.545, 3.670, -0.454], [1.173, 2.628, -0.991], [0.287, 3.607, 1.060], [0.278, 4.951, 1.579], [-0.822, 2.966, 1.259], [2.108, 0.182, -4.277], [0.854, 3.395, -4.244], [-0.349, 5.357, -3.242], [-0.528, 5.499, -0.743], [-0.325, 4.873, 2.329], [1.394, 2.897, 1.728], [2.686, 3.105, 1.377], [3.164, 4.315, 0.865], [4.497, 4.462, 0.512], [5.385, 3.410, 0.685], [4.921, 2.219, 1.220], [3.587, 2.035, 1.579], [3.175, 0.711, 2.067], [1.988, 0.463, 2.458], [1.694, -0.803, 2.860], [0.443, -1.177, 2.644], [-0.461, -0.570, 2.001], [0.131, -2.551, 3.194], [1.004, -3.224, 4.049], [0.675, -4.477, 4.549], [-0.532, -5.076, 4.203], [-1.403, -4.413, 3.348], [-1.069, -3.161, 2.845], [2.478, 5.141, 0.746], [4.840, 5.402, 0.094], [6.428, 3.515, 0.406], [5.603, 1.384, 1.347], [3.939, -0.072, 2.046], [1.941, -2.742, 4.294], [1.363, -4.994, 5.210], [-0.786, -6.058, 4.587], [-2.345, -4.874, 3.072], [-1.726, -2.636, 2.162], [3.671, -2.040, 0.783], [3.455, -3.018, -0.099], [4.359, -4.087, -0.126], [4.185, -5.134, -1.011], [3.105, -5.136, -1.890], [2.214, -4.074, -1.872], [2.366, -3.003, -0.992], [1.410, -1.837, -1.006], [1.549, -0.939, -0.119], [0.541, -1.934, -2.015], [-0.396, -0.954, -2.125], [-1.188, -1.124, -3.088], [-2.377, 0.100, -3.530], [-3.169, -0.847, -4.863], [-2.917, -2.320, -4.612], [-1.162, -2.542, -4.206], [2.888, -1.422, 0.704], [5.190, -4.069, 0.571], [4.891, -5.958, -1.014], [2.960, -5.960, -2.581], [1.368, -4.045, -2.545], [-2.738, -0.531, -5.813], [-4.236, -0.609, -4.848], [-3.140, -2.925, -5.493], [-3.510, -2.672, -3.772], [-3.750, 3.425, -1.197], [-3.714, 2.876, 0.232], [-2.678, 0.967, 0.528], [-4.435, -0.105, -0.315], [-4.157, -1.612, -0.443], [-3.530, 0.952, 2.532], [-3.440, -0.377, 3.284], [-4.270, 4.392, -1.246], [-4.265, 2.739, -1.880], [-2.738, 3.574, -1.578], [-4.733, 2.771, 0.623], [-3.163, 3.567, 0.876], [-4.639, 0.328, -1.301], [-5.325, 0.064, 0.302], [-3.233, -1.801, -1.002], [-4.968, -2.154, -0.946], [-4.022, -2.068, 0.544], [-4.568, 1.283, 2.440], [-2.974, 1.729, 3.070], [-3.988, -1.171, 2.765], [-3.859, -0.299, 4.295], [-2.399, -0.687, 3.368]],
  "forces_ev_per_angstrom": [[-0.1, 1.3, -0.8], [-0.3, 0.1, 0.0], [0.1, 0.1, 0.1], [-0.1, 0.0, 0.0], [0.1, 0.0, 0.3], [0.0, 0.0, -0.1], [0.0, 0.0, 0.1], [0.1, 0.1, 0.0], [0.1, -0.1, 0.0], [-0.1, 0.0, -0.2], [-0.5, 0.1, -0.2], [0.1, 0.0, -0.1], [0.5, 0.2, 0.3], [0.1, -0.1, 0.0], [0.0, 0.0, 0.0], [0.0, 0.0, 0.0], [0.0, -0.1, 0.0], [0.0, -0.1, -0.1], [0.3, 0.2, -0.4], [0.0, 0.1, 0.3], [-0.1, 0.0, 0.0], [0.0, -0.1, 0.0], [0.0, 0.1, 0.0], [0.0, 0.0, 0.0], [-0.2, 0.0, -0.1], [0.2, 0.0, 0.2], [-0.3, 0.1, 0.0], [0.4, -0.6, 0.5], [0.1, 0.2, -0.1], [-0.2, -1.0, 1.1], [0.0, 0.0, 0.0], [0.0, 0.0, 0.0], [0.0, 0.0, 0.0], [0.0, 0.1, -0.1], [0.1, 0.0, 0.0], [0.0, 0.0, 0.0], [0.0, 0.0, 0.0], [0.0, 0.0, 0.0], [0.0, 0.0, 0.0], [0.0, 0.0, 0.0], [0.0, 0.0, 0.1], [0.0, 0.0, 0.0], [0.0, 0.0, 0.0], [0.0, 0.0, 0.0], [0.0, 0.0, 0.0], [0.0, 0.0, 0.0], [0.0, 0.0, 0.0], [-0.1, -0.1, -0.1], [0.1, 0.0, 0.0], [-0.1, 0.1, 0.0], [0.0, 0.0, 0.0], [0.1, -0.1, 0.1], [0.1, 0.1, 0.0], [-0.2, 0.1, -0.1], [-0.1, -0.9, -1.1], [0.6, -0.3, 0.3], [0.2, 0.5, 0.3], [-0.1, -0.2, -0.4], [-0.3, 0.2, 0.2], [0.1, 0.2, 0.1], [0.2, 0.0, -0.1], [0.0, 0.2, 0.4], [0.0, -0.1, -0.1], [-0.1, 0.0, 0.0], [0.0, 0.0, 0.0], [0.0, 0.0, 0.0], [0.0, 0.0, 0.0], [0.0, -0.1, -0.1], [0.0, 0.0, 0.0], [0.0, 0.0, 0.0], [-0.1, 0.0, 0.0], [0.0, -0.2, 0.1], [0.1, 0.1, -0.1], [-1.1, 0.3, -0.3], [0.2, -0.3, 0.0], [0.0, 0.1, 0.0], [0.4, -0.1, 0.2], [0.0, 0.1, -0.1], [0.0, -0.1, 0.0], [0.1, 0.1, 0.0], [0.0, 0.0, 0.0], [0.1, -0.1, 0.0], [-0.1, -0.1, 0.0], [0.1, 0.0, 0.1], [0.1, 0.1, 0.1], [-0.1, 0.0, 0.0], [0.0, 0.0, 0.0], [0.0, 0.0, -0.1], [0.0, 0.0, -0.1], [-0.1, -0.1, -0.1], [0.0, 0.0, 0.0], [0.0, 0.0, 0.0], [-0.1, 0.0, 0.0]],
  "mulliken_charge": [0.528, -0.487, -0.274, -0.528, 0.278, -0.344, -0.707, -0.806, 0.443, 0.569, -0.128, -0.634, -0.424, 0.371, 0.526, 0.387, 0.496, 0.405, -0.388, 0.778, -0.564, -0.613, -0.760, -0.791, 1.113, -0.387, -0.199, -0.635, -0.046, -0.142, 0.422, -0.258, -0.646, -0.293, -0.916, -0.264, 0.443, 0.400, 0.359, 0.345, 0.352, 0.426, 0.365, 0.348, 0.380, 0.682, -0.496, 0.136, -0.785, -0.224, -0.853, -0.225, -0.100, 0.251, 0.052, -0.246, 0.249, -0.252, -0.028, -0.598, -0.581, -0.171, 0.046, 0.387, 0.349, 0.383, 0.494, 0.318, 0.338, 0.371, 0.232, -0.880, -0.868, 0.452, -0.836, -0.792, -0.962, -0.742, 0.346, 0.215, 0.100, 0.488, 0.375, 0.263, 0.491, 0.092, 0.358, 0.162, 0.494, 0.416, 0.174, 0.417, 0.002]
}